# 1
# C6H12N

A structure of composition C6H12N in a non-equilibrium geometry (ωB97M-V/def2-TZVPD, the OMol25 dataset).

Charge ... +1
LUMO ... -0.1299 Eh
HOMO ... -0.457 hartree
Total energy ... -290.20120 Eh
Kohn-Sham gap ... 8.89 eV
Largest force on an atom ... 0.08108 Eh/bohr
Multiplicity ... 1

Structure (XYZ):
```
19
C6H12N (ωB97M-V/def2-TZVPD)
C -0.68780 2.22139 -0.79388
C 0.34620 1.66997 -1.33816
C 0.33395 0.68145 -0.20188
C 1.17200 0.90322 1.02278
C -1.24210 -1.00370 0.91568
C -0.50212 -0.54469 -0.32915
N 0.44999 -1.70237 -0.75546
H -1.53006 2.66751 -0.35036
H 0.98940 1.83791 -2.18142
H 0.58153 1.23777 1.87241
H 1.93352 1.65252 0.82975
H 1.67866 -0.01744 1.31344
H -0.57006 -1.29643 1.71595
H -1.90784 -1.83015 0.68170
H -1.85721 -0.18604 1.28167
H -1.21075 -0.43190 -1.15284
H 1.14758 -1.83677 -0.01365
H 0.94274 -1.44614 -1.61742
H -0.06765 -2.57610 -0.89915
```

=====

# 2
# C6H12N

The ion C6H12N with charge +1 in a non-equilibrium geometry (ωB97M-V/def2-TZVPD, the OMol25 dataset).

Charge ... +1
LUMO ... -0.2045 Eh
SMILES string ... C=[NH+]C(=C)CCC
HOMO ... -0.532 hartree
Total energy ... -290.25267 Eh
Kohn-Sham gap ... 8.92 eV
Largest force on an atom ... 0.04009 Eh/bohr
Multiplicity ... 1

Structure (XYZ):
```
19
C6H12N (ωB97M-V/def2-TZVPD)
C -1.38309 1.07747 -1.16456
N -1.10356 -0.18584 -1.19840
C 0.03483 -0.79305 -0.58550
C -0.16497 -2.07212 -0.22006
C 1.23244 0.00679 -0.22215
C 1.08058 1.08201 0.85017
C 0.26989 0.64277 2.09670
H -2.42710 1.34453 -1.21807
H -0.51542 1.72101 -1.17984
H -1.80054 -0.84849 -1.54420
H -0.95130 -2.61304 -0.74116
H 0.56090 -2.54181 0.42655
H 1.99058 -0.70243 0.12920
H 1.69253 0.40916 -1.13541
H 2.03177 1.42226 1.24725
H 0.54638 2.00496 0.57559
H -0.63679 0.04729 1.97269
H 0.00041 1.55178 2.63321
H 0.90212 0.04150 2.75308
```

=====

For the records above, the corresponding energy relative to the best compared isomer or geometry (same formula, charge and spin) values read 316.9; 181.8 kJ/mol.